DFT (the ωB97M-V functional and the def2-TZVPD basis) results for the molecule C8H20OSi in a non-equilibrium geometry.

Geometry (Å):
C1 2.36 -0.62 2.22
C2 0.97 -0.98 1.76
O1 0.85 -1.01 0.33
Si1 -0.21 0.07 -0.33
C3 -0.03 1.81 0.42
C4 -1.31 2.28 1.05
C5 -1.83 -0.89 -0.01
C6 -2.06 -2.11 -0.91
C7 0.15 0.12 -2.18
C8 1.60 0.49 -2.49
H1 2.66 0.36 1.82
H2 2.41 -0.60 3.32
H3 3.09 -1.35 1.88
H4 0.61 -1.93 2.19
H5 0.26 -0.22 2.10
H6 0.79 1.80 1.15
H7 0.26 2.45 -0.38
H8 -1.77 1.52 1.67
H9 -1.16 3.19 1.67
H10 -2.06 2.56 0.30
H11 -1.80 -1.20 1.02
H12 -2.65 -0.23 -0.09
H13 -2.74 -2.84 -0.45
H14 -1.11 -2.59 -1.17
H15 -2.49 -1.78 -1.86
H16 -0.12 -0.85 -2.60
H17 -0.55 0.86 -2.56
H18 1.67 0.55 -3.59
H19 1.93 1.46 -2.12
H20 2.26 -0.33 -2.16

highest occupied orbital energy = -9.4 eV
largest force on an atom = 1.70 eV Å⁻¹
orbital gap = 10.3 eV
total energy = -681.58522 Eh
SMILES string = CCO[Si](CC)(CC)CC